Molecular formula: C3H6Cl4OSi2
Method: DFT, wB97M-V/def2-TZVPD

**Charge**: 0
**E**: -2613.057106 a.u.

Positions of all 16 atoms, in Å:
C1 0.05080 -0.02892 -0.46854
C2 0.63240 -1.19349 0.29816
C3 0.32578 1.30494 0.17746
O1 1.78102 -1.65232 -0.29647
Si1 1.99472 2.16258 -0.07304
Si2 3.27881 -0.99876 -0.10846
Cl1 2.00559 3.37714 -1.71486
Cl2 2.11910 3.51848 1.48622
Cl3 4.47892 -1.74880 -1.54476
Cl4 3.97169 -1.58705 1.70154
H1 0.51908 -0.18436 -1.41494
H2 -0.95137 -0.16178 -0.58846
H3 0.81000 -1.11360 1.46206
H4 0.10038 -2.20167 0.24605
H5 -0.40892 1.93941 -0.17374
H6 0.14584 1.16611 1.21229